{
  "formula": "C23H52InO3P4Se",
  "method": "ωB97M-V/def2-TZVPD",
  "species": ["In", "P", "P", "P", "H", "C", "C", "H", "C", "C", "C", "C", "C", "C", "C", "C", "C", "H", "H", "H", "H", "H", "H", "H", "H", "H", "H", "H", "H", "H", "H", "H", "H", "H", "H", "H", "H", "H", "H", "H", "H", "H", "H", "H", "H", "H", "C", "C", "C", "C", "C", "C", "Se", "H", "H", "H", "H", "H", "H", "C", "C", "O", "P", "O", "C", "C", "O", "C", "C", "H", "H", "H", "H", "H", "H", "H", "H", "H", "H", "H", "H", "H", "H", "H"],
  "positions_angstrom": [[-0.5463, -0.6957, -0.6908], [-2.1185, -1.0010, 1.6779], [0.7686, -2.8565, -0.8599], [-2.7023, -1.3215, -2.0193], [0.5664, 1.8304, -1.0180], [-0.4818, 1.6502, -1.3122], [-1.5008, 1.9394, -0.4242], [-1.2690, 2.1369, 0.6278], [-1.5367, -0.3336, 3.2847], [-2.3713, -2.7561, 2.1619], [-3.8488, -0.3935, 1.7326], [1.7765, -2.7828, -2.3790], [1.9524, -3.1919, 0.4801], [-0.2529, -4.3552, -1.0447], [-3.9357, 0.0039, -2.2630], [-3.7103, -2.7583, -1.5027], [-2.1397, -1.7195, -3.7025], [-0.6811, 1.5762, -2.3953], [-2.5425, 2.0194, -0.7395], [-1.3305, 0.7394, 3.1810], [-0.6166, -0.8421, 3.6078], [-2.3234, -0.4480, 4.0463], [-1.3983, -3.2235, 2.3692], [-2.8720, -3.3047, 1.3524], [-2.9919, -2.8094, 3.0707], [-3.8599, 0.6999, 1.6486], [-4.3078, -0.6779, 2.6908], [-4.4443, -0.8205, 0.9176], [2.3511, -3.7129, -2.4840], [2.4596, -1.9232, -2.3268], [1.1280, -2.6501, -3.2565], [2.6083, -4.0290, 0.1902], [1.4218, -3.4363, 1.4115], [2.5639, -2.2987, 0.6696], [0.4161, -5.2249, -1.1185], [-0.8708, -4.3004, -1.9525], [-0.9102, -4.4788, -0.1720], [-4.6203, -0.2926, -3.0699], [-3.4318, 0.9382, -2.5403], [-4.5128, 0.1649, -1.3421], [-4.4454, -2.9781, -2.2941], [-4.2543, -2.5386, -0.5718], [-3.0780, -3.6445, -1.3431], [-3.0185, -1.7511, -4.3614], [-1.6335, -2.6940, -3.7208], [-1.4317, -0.9572, -4.0608], [1.4944, 1.9523, -5.0920], [0.9918, 3.0724, -4.4026], [0.9367, 4.3198, -5.0085], [1.4464, 4.4964, -6.3045], [2.0361, 3.4140, -6.9755], [2.0777, 2.1446, -6.3713], [1.1864, 0.2213, -4.2768], [1.3502, 0.4698, -2.7519], [0.6106, 2.9295, -3.3872], [0.4919, 5.1578, -4.4684], [1.3888, 5.4825, -6.7881], [2.4642, 3.5653, -7.9750], [2.5425, 1.3008, -6.8922], [3.3931, -2.1780, 3.7532], [2.0358, -1.6264, 4.0616], [1.5656, -0.6572, 3.0806], [2.4599, 0.6103, 2.4836], [2.9620, 1.3095, 3.8551], [2.1085, 1.5768, 5.0214], [2.2821, 3.0165, 5.3754], [1.1809, 1.6148, 2.0723], [1.4808, 2.9972, 1.7124], [0.3460, 3.8661, 2.2008], [3.4094, -2.7281, 2.8217], [3.6535, -2.8653, 4.5527], [4.1345, -1.3872, 3.7178], [1.2919, -2.4245, 4.0274], [1.9662, -1.1896, 5.0714], [1.0575, 1.3255, 4.8063], [2.4432, 0.9016, 5.8276], [1.9042, 3.6642, 4.5767], [1.7166, 3.2646, 6.2795], [3.3415, 3.2186, 5.5394], [2.4408, 3.3250, 2.1512], [1.5803, 3.0485, 0.6167], [0.1355, 3.6817, 3.2714], [0.6404, 4.9142, 2.0502], [-0.5707, 3.6975, 1.6128]],
  "mulliken_charge": [0.591, 0.637, 0.680, 0.813, 0.618, -0.747, -0.386, -0.004, -0.946, -1.209, -1.234, -1.297, -1.175, -1.195, -1.281, -1.176, -0.961, 0.638, 0.258, 0.275, 0.024, 0.608, 0.319, 0.321, 0.482, 0.382, 0.496, 0.324, 0.527, 0.403, 0.294, 0.544, 0.391, 0.310, 0.547, 0.321, 0.318, 0.514, 0.325, 0.298, 0.499, 0.323, 0.266, 0.525, 0.287, 0.184, 0.598, -0.011, -0.619, -0.478, -0.510, -0.480, -0.007, -0.003, 0.071, 0.379, 0.386, 0.378, 0.399, -1.215, -0.439, 0.263, -0.345, -0.309, 0.219, -1.332, -0.041, -0.306, -1.144, 0.211, 0.426, 0.365, 0.359, 0.332, 0.076, 0.371, 0.222, 0.390, 0.352, 0.531, 0.218, 0.308, 0.417, 0.235],
  "homo_energy_ha": -0.5650,
  "total_charge": 3,
  "max_force_ev_per_a": 2.33,
  "energy_ev": -138487.1242
}

=====

{
  "formula": "C23H53MgN4NaO13PS",
  "method": "ωB97M-V/def2-TZVPD",
  "species": ["C", "C", "O", "C", "C", "N", "C", "P", "N", "O", "C", "C", "H", "H", "H", "H", "H", "H", "H", "H", "H", "H", "H", "H", "H", "H", "H", "H", "O", "H", "C", "C", "O", "O", "H", "H", "H", "Mg", "C", "C", "O", "H", "H", "H", "H", "H", "C", "C", "N", "C", "C", "N", "C", "C", "H", "H", "H", "H", "H", "H", "H", "H", "H", "H", "H", "C", "C", "O", "S", "O", "O", "O", "H", "H", "H", "H", "C", "C", "O", "C", "C", "H", "H", "H", "H", "H", "H", "H", "H", "H", "H", "O", "H", "Na", "O", "H", "H"],
  "positions_angstrom": [[2.8837, 2.5580, 0.2408], [2.5318, 1.0140, -0.2449], [3.7927, 0.3131, -0.6369], [1.7068, 0.1599, 0.9326], [0.1836, -0.0327, 0.3579], [-0.4429, 1.1670, 0.1263], [-1.8263, 0.9374, -0.4483], [-3.3216, 1.8968, 0.2631], [-3.7622, 3.0590, -1.0648], [-2.8779, 2.9318, 1.5990], [-2.0127, -0.6848, -0.7921], [-0.7069, -1.3588, -0.0118], [3.8945, 2.9343, -0.2541], [2.0223, 3.3081, -0.1004], [2.9842, 2.6600, 1.4024], [1.8572, 1.1122, -1.2197], [3.7574, 0.2198, -1.6438], [2.1584, -0.9044, 1.1243], [1.6823, 0.8023, 1.9378], [-0.0658, 2.1352, 0.3032], [-1.6948, 1.3775, -1.5502], [-3.6437, 2.4845, -1.9426], [-2.9214, 3.7088, -1.0856], [-1.9528, 2.7454, 1.9358], [-1.8102, -0.7678, -1.9615], [-3.0750, -1.1507, -0.6105], [-0.0569, -2.1189, -0.6256], [-0.9736, -1.8287, 1.0415], [-4.1611, -0.3104, -2.6275], [-4.9632, -0.6448, -2.9853], [6.7093, 4.3404, 2.8285], [5.5931, 4.0556, 1.8385], [5.9517, 3.4852, 0.7709], [4.4458, 4.4276, 2.2128], [7.6760, 3.9960, 2.4485], [6.7746, 5.4165, 3.0149], [6.5069, 3.8280, 3.7738], [6.5368, 1.7970, 2.2747], [3.9924, -2.6332, -0.2193], [4.9093, -3.6952, 0.4133], [4.5271, -3.8343, 1.6723], [4.0793, -1.6630, 0.2860], [4.2704, -2.4810, -1.2687], [2.9385, -2.9382, -0.2013], [5.9346, -3.3474, 0.2120], [4.8424, -4.5683, -0.2545], [1.0179, -9.1246, 6.3704], [0.6976, -7.6416, 6.3766], [1.3588, -6.8859, 5.3022], [2.6342, -7.0870, 4.7916], [2.8326, -6.1349, 3.8306], [1.6874, -5.3589, 3.7959], [0.8060, -5.8235, 4.6932], [1.4550, -4.2041, 2.9375], [2.0762, -9.3029, 6.5837], [0.4338, -9.6428, 7.1371], [0.7878, -9.5716, 5.3983], [0.9931, -7.1887, 7.3292], [-0.3840, -7.5078, 6.2614], [3.2457, -7.8856, 5.1707], [3.6503, -5.9040, 3.1702], [-0.1745, -5.4092, 4.8965], [1.3073, -3.3216, 3.5656], [0.5614, -4.3846, 2.3349], [2.3120, -4.0425, 2.2782], [-8.7143, 3.4746, -1.6112], [-8.6976, 4.7480, -0.7699], [-7.3724, 4.8352, -0.2512], [-6.3364, 4.1901, -1.3334], [-5.7668, 5.2682, -2.1108], [-5.5337, 3.1953, -0.6607], [-7.4428, 3.4272, -2.2563], [-8.8090, 2.5858, -0.9791], [-9.5179, 3.4801, -2.3525], [-9.4284, 4.7205, 0.0419], [-8.8763, 5.6326, -1.3902], [-0.3801, 0.0113, -5.3350], [0.1585, 0.8287, -4.1743], [1.5655, 1.0588, -4.2450], [2.0332, 1.7672, -5.3899], [1.4423, 3.1590, -5.5257], [0.1344, -0.9537, -5.3960], [-1.4526, -0.1695, -5.2087], [-0.2369, 0.5178, -6.2920], [-0.0212, 0.2802, -3.2435], [-0.3752, 1.7807, -4.0777], [1.8670, 1.1753, -6.2946], [3.1210, 1.8574, -5.2782], [0.3569, 3.1304, -5.6528], [1.8674, 3.6718, -6.3945], [1.6505, 3.7539, -4.6294], [6.3886, 3.7365, -2.4329], [5.9755, 3.2739, -1.7268], [-5.2179, 4.6600, 0.7460], [-11.4447, 4.3180, -2.7275], [-11.1414, 5.1651, -3.0873], [-11.9678, 3.9322, -3.4462]],
  "mulliken_charge": [-0.911, 1.022, -0.499, -0.181, -0.020, 0.167, 0.311, 0.115, -0.709, -0.556, -0.523, -0.411, 0.097, 0.141, 0.252, -0.298, 0.344, -0.109, 0.336, 0.341, -0.206, 0.336, 0.293, 0.283, 0.111, 0.457, 0.303, 0.271, -0.914, 0.089, -1.197, 0.634, -0.469, -0.648, 0.434, 0.300, 0.375, 0.822, -0.316, -0.659, -0.788, -0.025, 0.383, 0.056, 0.315, 0.256, -1.256, -0.237, 0.201, -0.258, -0.472, 0.159, -0.125, -0.766, 0.353, 0.372, 0.349, 0.270, 0.331, 0.379, 0.470, 0.377, 0.340, 0.364, 0.118, -0.295, -0.373, -0.357, 1.002, -0.585, -0.201, -0.291, 0.273, 0.339, 0.318, 0.297, -1.319, 0.427, -0.407, -0.361, -1.035, 0.348, 0.406, 0.350, -0.300, 0.216, 0.321, 0.374, 0.254, 0.403, 0.267, -0.664, 0.290, 0.941, -0.660, 0.328, 0.317],
  "homo_energy_ha": -0.2832,
  "total_charge": 1,
  "max_force_ev_per_a": 10.80,
  "energy_ev": -87248.0089
}

=====

LUMO readings, ordered: -11.048, -5.420 eV